DFT (the ωB97M-V functional and the def2-TZVPD basis) results for C22H26N2O2 in the gas phase.

Geometry (Å):
C 0.3216 -0.2496 4.5844
H -0.7613 -0.3181 4.6530
H 0.7377 -1.2518 4.5339
H 0.6986 0.2387 5.4791
C 0.7435 0.5405 3.3487
N 0.2828 -0.0921 2.1219
C 0.9914 -1.1582 1.6840
O 1.9954 -1.5550 2.2474
C 0.4622 -1.8923 0.4852
C -0.6493 -2.7190 0.6203
C -1.0453 -3.5169 -0.4379
C -0.3467 -3.4912 -1.6304
C 0.7599 -2.6577 -1.7774
C 1.1707 -1.8694 -0.7060
H 2.0542 -1.2558 -0.7883
N 1.4646 -2.6847 -2.9846
C 2.1824 -1.6975 -3.5978
O 2.9339 -1.9607 -4.5141
C 1.9217 -0.2975 -3.1591
C 0.6185 0.1771 -3.0462
C 0.3928 1.5102 -2.7562
C 1.4613 2.3714 -2.5601
C 2.7593 1.9017 -2.6717
C 2.9904 0.5750 -2.9872
H 3.9965 0.2006 -3.1018
H 3.5920 2.5733 -2.5258
H 1.2806 3.4105 -2.3270
H -0.6196 1.8814 -2.6900
H -0.2153 -0.4913 -3.2061
H 1.5231 -3.5854 -3.4452
H -0.6504 -4.1215 -2.4536
H -1.9002 -4.1680 -0.3324
H -1.1853 -2.7472 1.5572
C -0.7852 0.5158 1.3523
C -2.0659 0.7132 2.1653
C -3.2232 1.0664 1.2224
C -2.7451 1.8975 0.0244
C -1.5396 2.7468 0.4120
C -0.3371 1.8514 0.7290
H 0.3375 2.3751 1.4073
H 0.2239 1.6362 -0.1820
H -1.8005 3.3542 1.2805
H -1.2817 3.4303 -0.3983
H -2.4614 1.2387 -0.7986
H -3.5570 2.5346 -0.3296
H -3.9779 1.6217 1.7818
H -3.6939 0.1516 0.8583
H -2.3008 -0.2013 2.7115
H -1.9213 1.5101 2.8953
H -1.0157 -0.1809 0.5414
H 0.3469 1.5545 3.3956
H 1.8365 0.5846 3.3151

Output
Energy relative to the best compared isomer or geometry (same formula, charge and spin)   59.8 kJ/mol
SMILES   CCN(C(=O)c1cccc(NC(=O)c2ccccc2)c1)C1CCCCC1

=====

DFT (the ωB97M-V functional and the def2-TZVPD basis) results for a molecular structure, C25H33Br2F6NPRuSSb.

Geometry (Å):
Ru -0.4030 0.1037 1.4078
Br 2.3877 -0.5522 4.1275
C 0.8481 -0.0166 5.1393
Br -0.7616 -0.2977 4.0868
H 0.9125 1.0347 5.3851
H 0.7739 -0.6429 6.0195
C 0.5482 -2.8688 1.9864
C -0.8478 -2.8874 1.4524
C -1.4817 -4.1222 1.2310
C -2.7403 -4.1616 0.7069
C -3.4311 -2.9525 0.4857
C -4.7513 -2.9135 -0.0214
C -5.4190 -1.7208 -0.1648
C -4.8217 -0.5360 0.2593
C -3.5155 -0.5286 0.7510
S -2.8551 0.9090 1.3990
C -2.7709 -1.7458 0.8053
N -1.4599 -1.7310 1.1897
H 1.1599 -3.6412 1.5207
H 0.5252 -3.0739 3.0586
H 1.0269 -1.8980 1.8369
H -0.9394 -5.0286 1.4620
H -3.2210 -5.1045 0.4781
H -5.2354 -3.8471 -0.2783
H -6.4218 -1.7014 -0.5683
H -5.3680 0.3976 0.2276
F 0.6443 1.8288 1.7762
Sb 0.5685 3.7973 2.8265
F 0.3040 5.3175 3.8388
F 1.5248 2.9323 4.2017
F -1.0041 2.8695 3.3823
F 2.1788 3.9167 1.8589
F -0.3840 4.3335 1.2944
C 0.8900 -2.2014 -1.3357
C 0.3047 -1.0141 -2.1112
C 1.0534 -0.9132 -3.4369
C -1.1942 -1.1876 -2.3450
P 0.5065 0.4577 -0.8995
C 2.3162 0.6205 -0.7617
C 3.1190 1.0559 -1.8591
C 4.4678 1.2068 -1.7050
C 5.0649 0.9362 -0.4565
C 4.2839 0.5041 0.6398
C 2.9363 0.3363 0.4835
C -0.0219 2.1454 -1.7016
C 0.9862 3.2032 -1.2392
C -1.3940 2.4807 -1.1426
C -0.0852 2.1016 -3.2234
H 0.7415 -3.1191 -1.9087
H 0.4061 -2.3218 -0.3741
H 1.9645 -2.0793 -1.1798
H 0.8454 -1.8290 -3.9957
H 2.1327 -0.8624 -3.2959
H 0.7277 -0.0848 -4.0591
H -1.3892 -2.1947 -2.7208
H -1.5661 -0.4853 -3.0895
H -1.7634 -1.0527 -1.4262
H 2.6658 1.2842 -2.8124
H 5.0737 1.5371 -2.5378
H 6.1346 1.0603 -0.3398
H 4.7463 0.3065 1.5975
H 2.3351 0.0066 1.3203
H 1.2332 3.1085 -0.1838
H 0.5401 4.1897 -1.3739
H 1.9109 3.1751 -1.8164
H -1.3346 2.6543 -0.0710
H -2.1301 1.7069 -1.3696
H -1.7467 3.4131 -1.5895
H 0.8769 1.8761 -3.6810
H -0.3674 3.0993 -3.5687
H -0.8407 1.4108 -3.5928

Output
Net charge   +2
2S+1   5
Electronic energy   -7848.5946 Ha
<S²>   6.059

=====

DFT (the ωB97M-V functional and the def2-TZVPD basis) results for a molecular structure, C64H56Br3N11O16.

Geometry (Å):
C 3.5929 -0.2878 -3.3252
Br 3.1891 -2.0367 -4.1914
Br 3.4603 1.3340 -4.4195
Br 5.4220 -0.3131 -2.5205
H 2.9171 -0.1937 -2.4752
C -1.0933 -3.0647 -3.0003
C 0.0107 -3.5693 -2.3659
C 0.0394 -4.9514 -2.1904
C -1.0459 -5.7647 -2.4823
C -2.1526 -5.1678 -2.9660
C -2.1671 -3.8094 -3.3163
N -1.0059 -7.2830 -2.2088
O -0.0509 -7.7980 -1.7223
O -1.9706 -7.9204 -2.5624
H -0.9981 -2.0080 -3.2021
H 0.8428 -2.9678 -2.0308
H 0.9572 -5.3505 -1.7845
H -3.0889 -5.6467 -3.2117
H -3.0366 -3.3504 -3.7633
C 1.1014 -0.2460 -4.1268
C 0.8479 -1.5702 -4.0086
C 0.5960 -2.2912 -5.1810
C 0.6339 -1.6650 -6.4684
C 0.8113 -0.3084 -6.5529
C 1.0623 0.3744 -5.3835
N 0.4574 -2.4946 -7.6780
O 0.1012 -3.6491 -7.6001
O 0.6978 -1.9182 -8.6964
H 1.1975 0.3854 -3.2559
H 0.9128 -2.1453 -3.0968
H 0.3886 -3.3510 -5.1950
H 0.8089 0.2534 -7.4753
H 1.2587 1.4364 -5.3831
C 3.9478 -4.2715 2.9833
C 3.3887 -5.4500 2.5673
C 2.5140 -5.5210 1.5128
C 2.2988 -4.3637 0.7320
C 2.8603 -3.1156 1.1855
C 3.7350 -3.1315 2.2740
N 1.4852 -4.4879 -0.5386
O 1.4435 -5.6379 -0.9760
O 0.9753 -3.5062 -1.0821
H 4.6340 -4.2504 3.8170
H 3.5408 -6.3765 3.1009
H 2.1630 -6.4643 1.1212
H 2.6180 -2.2550 0.5795
H 4.2820 -2.2579 2.5966
C 1.5779 1.8560 3.6553
C 1.0560 0.6409 3.1914
C 1.6254 0.0735 2.0171
C 2.5570 0.7970 1.2792
C 3.0341 2.0368 1.7688
C 2.4904 2.5588 2.9572
N 3.0703 0.1591 0.0106
O 3.8625 0.8484 -0.6136
O 2.8113 -0.9729 -0.3429
H 1.1947 2.3399 4.5415
H 0.2808 0.0893 3.7024
H 1.2723 -0.8302 1.5428
H 3.8014 2.5989 1.2571
H 2.8034 3.5110 3.3592
C -0.3169 2.9461 -2.5787
C 0.6362 1.9863 -2.8618
C 1.9814 2.2748 -2.6083
C 2.3444 3.5724 -2.0824
C 1.2871 4.4599 -1.7571
C -0.0200 4.1396 -1.9877
N 3.7481 3.8882 -1.7704
O 4.0202 5.0462 -1.5034
O 4.5445 2.9774 -1.8942
H -1.3290 2.7223 -2.8819
H 0.3960 0.9912 -3.2060
H 2.7485 1.5269 -2.7449
H 1.5611 5.3887 -1.2790
H -0.6988 4.9104 -1.6535
C -4.2623 2.6674 6.4012
C -4.1008 1.4514 5.7563
C -3.0531 1.2071 4.8676
C -2.0943 2.1663 4.6800
C -2.2530 3.4648 5.2839
C -3.3331 3.6835 6.1446
N -0.9383 1.8976 3.7223
O -0.0263 2.6791 3.5742
O -0.9293 0.8489 2.9943
H -5.0057 2.7914 7.1747
H -4.7390 0.6309 6.0496
H -2.8756 0.2803 4.3424
H -1.5140 4.2290 5.0935
H -3.4794 4.6344 6.6352
C -1.1003 -0.0058 1.5140
C -0.9386 0.9673 0.6034
C -0.2466 0.7092 -0.6023
C 0.3574 -0.4693 -0.8229
C 0.2407 -1.4887 0.1242
C -0.4990 -1.2486 1.2904
N 1.3481 -0.5975 -1.8683
O 1.8135 0.3608 -2.4287
O 1.6187 -1.7157 -2.2034
H -1.5297 0.2373 2.4746
H -1.3543 1.9582 0.7120
H -0.0389 1.5701 -1.2205
H 0.7615 -2.4203 -0.0415
H -0.4770 -1.9650 2.0983
C -3.7552 4.7314 3.2724
C -2.8689 4.3680 2.2191
C -2.8947 3.0462 1.7528
C -3.9405 2.1782 2.2135
C -4.8884 2.6145 3.1951
C -4.7933 3.9278 3.6464
N -4.0608 0.7760 1.7231
O -3.0252 0.3061 1.3245
O -5.1662 0.2717 1.7345
H -3.5540 5.7442 3.5889
H -2.0495 4.9752 1.8636
H -2.2356 2.6721 0.9834
H -5.6984 1.9748 3.5129
H -5.4723 4.3281 4.3847
N -0.8740 3.9697 1.9933
C -0.1777 2.8994 1.6306
C 0.9786 2.8716 0.9086
C 1.5413 4.1159 0.5561
C 0.9681 5.2708 1.0116
C -0.2989 5.1717 1.6868
H -0.6538 1.9364 1.7412
H 1.3084 1.9018 0.5665
H 2.4799 4.1288 0.0222
H 1.3934 6.2352 0.7759
H -0.8447 6.0651 1.9523
N -1.1659 1.6345 -3.4546
C -1.5875 0.7169 -2.6065
C -2.0371 -0.5594 -2.9069
C -2.1520 -0.9224 -4.2504
C -1.7479 0.0661 -5.1829
C -1.2799 1.3279 -4.8100
H -1.5549 0.9993 -1.5645
H -2.0883 -1.3187 -2.1406
H -2.4094 -1.8884 -4.6590
H -1.7347 -0.2133 -6.2261
H -1.0580 2.1554 -5.4677
N 0.9748 -3.1671 2.3769
C 1.3770 -2.5377 3.5368
C 0.4800 -2.2098 4.5620
C -0.8373 -2.5745 4.4577
C -1.2463 -3.3076 3.2945
C -0.3166 -3.4704 2.2574
H 2.4477 -2.4010 3.5000
H 0.7930 -1.6608 5.4378
H -1.6017 -2.3434 5.1849
H -2.2892 -3.5673 3.1879
H -0.6587 -3.8719 1.3150

Output
Electronic energy   -11997.0597 Ha

=====

DFT (the ωB97M-V functional and the def2-TZVPD basis) results for 3 unconnected molecules or ions with the total composition C2H10N2O2.

Geometry (Å):
C -2.4342 -0.1501 0.4529
N -1.6540 0.7669 -0.3356
C -0.5180 1.3463 0.1376
N -0.1519 2.5131 -0.2094
H -1.7859 -0.8345 1.0026
H -3.0386 0.3550 1.2075
H -3.0900 -0.7296 -0.1921
H -2.1490 1.2913 -1.0248
H 0.0810 0.7014 0.7821
H 0.6997 2.7198 0.3086
H 1.6196 -3.0428 0.6698
H 1.2588 -1.8899 1.7329
O 1.7571 -2.1417 0.9580
H 2.4642 0.0690 -1.9682
H 3.7861 -0.6411 -2.0913
O 3.1552 -0.3333 -1.4308

Output
Energy relative to the best compared isomer or geometry (same formula, charge and spin)   82.3 kJ/mol
SMILES   [H]/N=C/NC.O.O

=====

Number 1: maximum force 0.59 eV/A. Number 2: maximum force 1.92 eV/A. Number 3: maximum force 19.74 eV/A. Number 4: maximum force 1.15 eV/A.